# 1
{"formula": "C3H10N2O", "method": "wB97M-V/def2-TZVPD", "species": ["C", "C", "N", "C", "N", "H", "H", "H", "H", "H", "H", "H", "H", "H", "H", "O"], "positions_angstrom": [[-1.12, -0.68, -1.25], [-1.61, -0.32, 0.12], [-0.69, 0.19, 1.12], [0.04, 1.40, 0.60], [1.07, 1.20, -0.26], [-0.23, -1.23, -1.07], [-0.87, 0.28, -1.80], [-1.81, -1.41, -1.69], [-2.46, 0.39, -0.02], [-1.94, -1.25, 0.63], [0.10, -0.44, 1.34], [-0.70, 2.18, 0.36], [1.18, 0.82, 0.86], [1.77, -0.23, -0.39], [2.72, -1.67, -0.47], [1.97, -1.20, -0.08]], "e_above_lowest_kcal_mol": 150.6, "multiplicity": 2, "total_charge": 1, "homo_energy_ev": [-15.43, -15.40], "s2": 0.78, "total_energy_ev": -8287.09851}



# 2
{"formula": "C3H10N2O2", "method": "wB97M-V/def2-TZVPD", "species": ["O", "C", "C", "N", "C", "N", "H", "H", "H", "H", "H", "H", "H", "H", "H", "H", "O"], "positions_angstrom": [[-0.82, -1.08, 3.37], [-0.56, -0.12, 2.58], [0.52, -0.23, 1.48], [0.01, 0.16, 0.07], [0.45, -0.69, -1.00], [-0.66, -0.93, -1.93], [-1.31, 0.68, 2.39], [0.86, -1.29, 1.47], [1.30, 0.49, 1.59], [-0.99, 0.14, 0.20], [1.19, -0.18, -1.64], [0.86, -1.65, -0.58], [-0.41, -0.75, -2.91], [-1.05, -1.85, -1.92], [0.48, 2.40, -0.29], [0.07, 2.14, -1.80], [0.06, 2.75, -1.07]], "e_above_lowest_kcal_mol": 41.2, "multiplicity": 2, "total_charge": -1, "homo_energy_ev": [0.22, -3.09], "s2": 0.75, "total_energy_ev": -10346.24128}



# 3
{"formula": "C3H10N2O2", "method": "wB97M-V/def2-TZVPD", "species": ["C", "N", "C", "C", "N", "O", "H", "H", "H", "H", "H", "H", "H", "H", "H", "H", "O"], "positions_angstrom": [[1.59, -1.09, 0.21], [0.34, -1.41, -0.19], [-0.27, -0.50, -1.16], [-1.02, 0.68, -0.52], [-1.51, 1.63, -1.57], [2.11, -1.58, 1.21], [2.08, -0.24, -0.30], [-0.23, -1.98, 0.41], [-1.01, -1.02, -1.76], [0.44, -0.19, -1.93], [-1.95, 0.34, -0.08], [-0.40, 1.23, 0.19], [-1.75, 2.48, -1.06], [-0.81, 1.92, -2.24], [1.04, -0.48, 2.29], [0.89, 0.03, 3.68], [0.49, 0.18, 2.79]], "e_above_lowest_kcal_mol": 28.6, "multiplicity": 1, "total_charge": 0, "homo_energy_ev": -9.72, "total_energy_ev": -10348.24628, "smiles": "NCCNC=O.O"}



# 4
{"formula": "C3H10N2O2", "method": "wB97M-V/def2-TZVPD", "species": ["C", "C", "N", "N", "O", "H", "H", "H", "H", "H", "H", "C", "O", "H", "H", "H", "H"], "positions_angstrom": [[0.35, -0.97, -0.98], [-0.27, -1.15, 1.34], [0.07, -0.24, 0.25], [1.40, 0.53, 0.74], [2.47, -0.14, 0.54], [1.33, -1.45, -0.88], [-0.34, -0.58, 2.27], [-1.23, -1.62, 1.14], [0.40, -0.28, -1.82], [-0.42, -1.73, -1.16], [0.50, -1.91, 1.47], [-0.98, 1.35, -0.21], [-1.50, 1.57, -1.45], [-0.83, 1.96, -2.03], [-1.80, 1.07, 0.44], [-0.43, 2.20, 0.20], [1.29, 1.39, 0.14]], "e_above_lowest_kcal_mol": 167.4, "multiplicity": 1, "total_charge": 0, "homo_energy_ev": -6.34, "total_energy_ev": -10342.22977}



# 5
{"formula": "C3H10N2O2", "method": "wB97M-V/def2-TZVPD", "species": ["C", "C", "C", "H", "H", "H", "H", "H", "H", "H", "H", "H", "H", "N", "N", "O", "O"], "positions_angstrom": [[-1.19, 1.02, 0.16], [-0.35, -0.10, 0.41], [1.08, 0.17, -0.26], [-2.82, 0.09, -0.88], [-3.16, 1.52, -0.41], [-0.56, 1.84, -0.70], [-0.75, 1.70, 1.10], [-1.04, -1.03, -0.01], [0.57, -0.23, 2.17], [0.67, -0.28, -1.59], [1.39, 1.28, -0.08], [2.15, -2.49, 0.11], [2.90, -1.61, -1.32], [-2.62, 0.69, -0.13], [2.03, -1.77, -0.62], [-0.47, -0.24, 2.02], [2.15, -0.55, 0.04]], "e_above_lowest_kcal_mol": 190.9, "multiplicity": 1, "total_charge": 0, "homo_energy_ev": -8.96, "total_energy_ev": -10341.21048}



# 6
{"formula": "C3H10N2O2", "method": "wB97M-V/def2-TZVPD", "species": ["C", "N", "C", "C", "N", "O", "H", "H", "H", "H", "H", "H", "H", "H", "H", "H", "O"], "positions_angstrom": [[-0.52, 1.57, 0.62], [-0.79, 0.45, -0.13], [-0.93, -0.84, 0.51], [-0.53, -2.04, -0.41], [-0.11, -3.20, 0.39], [-0.30, 2.69, 0.06], [-0.34, 1.38, 1.68], [-1.24, 0.65, -0.98], [-1.99, -0.96, 0.81], [-0.29, -1.02, 1.40], [-1.45, -2.34, -0.98], [0.15, -1.63, -1.26], [0.90, -3.17, 0.03], [-0.61, -4.11, 0.10], [3.13, 2.29, -1.04], [1.63, 1.90, -0.92], [2.58, 1.57, -0.69]], "e_above_lowest_kcal_mol": 48.7, "multiplicity": 1, "total_charge": 0, "homo_energy_ev": -9.76, "total_energy_ev": -10347.37800, "smiles": "NCCNC=O.O"}